Entry from OMol25: a 12-piece molecular cluster, C5H36N2O12 overall in a non-equilibrium geometry (ωB97M-V with the def2-TZVPD basis set).

The HOMO energy comes out at -9.4 eV. The structure (SMILES) is C[C@H](O)[C@H](C)NCN.O.O.O.O.O.O.O.O.O.O.O. Its spin multiplicity is 1. As for the HOMO-LUMO gap: 9.4 eV.

Last column: Löwdin charge in e.
Atoms and positions in Å:
C: -0.542 0.697 0.261  -0.08
C: 0.134 0.806 1.600  -0.36
C: -1.062 0.728 2.598  -0.36
C: -1.754 -0.593 2.635  -0.03
O: -2.084 1.727 2.284  -0.13
N: 1.161 -0.190 1.750  -0.04
C: 2.320 0.173 0.848  -0.27
N: 3.244 -0.970 0.862  -0.02
H: -1.043 -0.274 0.200  0.05
H: 0.174 0.743 -0.616  0.09
H: -1.315 1.416 -0.107  0.07
H: 0.629 1.794 1.616  0.13
H: -0.801 1.152 3.586  0.15
H: -2.803 -0.604 2.318  0.09
H: -1.135 -1.278 1.912  0.09
H: -1.628 -0.872 3.683  0.08
H: -2.685 1.442 1.453  0.13
H: 0.898 -1.119 1.369  0.12
H: 2.028 0.296 -0.268  0.09
H: 2.873 1.170 1.251  0.17
H: 2.864 -1.624 1.666  0.11
H: 4.214 -0.804 1.022  0.07
H: -1.975 -1.985 -0.811  0.04
H: -1.357 -3.139 -0.036  0.08
O: -1.147 -2.311 -0.479  -0.06
H: -1.405 3.041 1.321  -0.11
H: -1.345 4.477 1.433  0.06
O: -1.186 3.741 0.859  0.02
H: -0.920 1.159 -4.315  0.12
H: -1.993 1.978 -3.575  0.05
O: -1.977 1.193 -4.143  -0.10
H: 1.618 -0.030 -2.772  -0.07
H: 1.829 0.830 -4.020  0.11
O: 1.136 0.322 -3.469  -0.07
H: -4.494 1.135 -0.369  0.05
H: -3.147 0.542 -0.679  -0.01
O: -3.587 1.392 -0.540  -0.06
H: 0.209 -2.416 -1.510  0.00
H: 0.421 -1.954 -2.985  0.08
O: 0.818 -2.519 -2.276  -0.08
H: 2.328 -0.495 3.092  -0.01
H: 2.154 -1.052 4.413  -0.01
O: 2.624 -1.223 3.659  -0.05
H: 1.523 -3.744 0.017  -0.03
H: 0.331 -3.716 -0.773  0.02
O: 0.721 -4.131 0.037  -0.01
H: 0.933 3.667 0.327  -0.01
H: 1.506 2.497 -0.489  0.07
O: 1.741 3.198 0.210  -0.08
H: 3.414 -0.925 -1.061  0.04
H: 2.425 -1.704 -1.943  -0.10
O: 2.969 -1.033 -1.942  -0.04
H: -2.333 0.041 -2.771  0.05
H: -3.091 -1.340 -2.750  0.06
O: -3.068 -0.487 -2.296  -0.10

***

Entry from OMol25: a 13-piece molecular cluster, C5H36N2O13 overall in a non-equilibrium geometry (ωB97M-V with the def2-TZVPD basis set).

The HOMO energy comes out at -8.7 eV. Its spin multiplicity is 1. As for the HOMO-LUMO gap: 8.9 eV.

Last column: Löwdin charge in e.
Atoms and positions in Å:
C: -2.209 -2.711 0.524  -0.11
N: -2.684 -1.313 0.350  -0.04
C: -1.694 -0.616 -0.485  -0.30
C: -2.037 0.924 -0.650  -0.15
C: -2.496 1.725 0.538  -0.28
N: -1.468 1.927 1.581  0.05
C: -0.222 -0.568 -0.152  -0.22
O: 0.582 -1.476 0.003  0.01
H: -1.152 -2.824 0.802  0.07
H: -2.280 -3.351 -0.352  0.08
H: -2.859 -3.177 1.266  0.08
H: -2.786 -0.889 1.288  0.09
H: -1.643 -1.160 -1.448  0.13
H: -1.238 1.501 -1.098  0.10
H: -2.870 0.898 -1.380  0.08
H: -3.448 1.415 0.946  0.10
H: -2.887 2.682 0.154  0.11
H: -1.367 1.028 2.049  0.04
H: -0.586 2.068 1.111  0.00
H: 0.282 0.383 -0.048  0.08
H: -4.005 -0.462 -1.914  0.02
H: -4.332 0.595 -2.962  0.05
O: -4.195 -0.359 -2.857  -0.06
H: 4.775 0.975 -0.788  0.07
H: 3.858 -0.068 -1.447  0.01
O: 3.887 0.881 -1.173  -0.08
H: 4.331 -2.003 -0.703  0.06
H: 2.722 -1.856 -0.965  0.03
O: 3.623 -1.765 -1.298  -0.03
H: 1.489 -3.509 0.417  0.00
H: 2.790 -3.453 1.151  0.03
O: 2.185 -4.089 0.750  -0.06
H: 1.941 -1.535 4.405  0.03
H: 1.859 -0.034 3.645  0.00
O: 1.478 -0.728 4.211  -0.06
H: 2.465 1.839 0.846  0.07
H: 1.006 2.002 0.940  0.01
O: 1.698 1.389 1.249  -0.06
H: 1.105 -0.949 -2.507  0.05
H: 0.118 -0.122 -3.416  0.05
O: 0.543 -0.162 -2.515  -0.07
H: 2.627 1.629 2.619  0.00
H: 1.986 2.052 4.074  0.06
O: 2.719 1.630 3.600  -0.09
H: -1.381 -1.764 -4.563  0.07
H: -2.155 -0.548 -3.855  0.03
O: -1.324 -1.029 -3.939  -0.05
H: 1.866 2.215 -3.348  0.02
H: 2.717 1.711 -2.190  -0.01
O: 2.286 2.520 -2.539  -0.08
H: -0.937 -0.756 3.825  0.02
H: -2.325 -1.609 3.727  0.04
O: -1.841 -0.815 3.503  -0.05
H: -0.175 4.316 -0.294  0.06
H: 1.140 3.668 -0.715  0.04
O: 0.516 3.724 0.028  -0.05

***

Entry from OMol25: C5H36NO14S as an isolated structure in a non-equilibrium geometry (ωB97M-V with the def2-TZVPD basis set).

Its expectation value of S² is 0.7582. The HOMO energy (spin up / spin down) comes out at -10.6 / -10.6 eV. Its spin multiplicity is 2. As for the HOMO-LUMO gap (spin up / spin down): 10.1 / 6.9 eV.

Last column: Löwdin charge in e.
Atoms and positions in Å:
C: -0.436 -0.448 -2.606  -0.13
C: -1.282 0.750 -2.105  -0.41
S: -0.096 1.604 -1.038  0.99
C: 0.708 -0.460 -1.575  -0.64
N: 2.039 -0.612 -1.911  -0.14
C: 2.464 -0.038 -3.186  -0.07
C: 2.953 -0.060 -0.841  0.00
O: 0.377 -0.938 -0.456  -0.07
H: -0.165 -0.316 -3.649  0.11
H: -0.946 -1.398 -2.503  0.11
H: -1.568 1.518 -2.820  0.08
H: -2.237 0.450 -1.674  0.08
H: 1.788 -0.158 -4.026  0.08
H: 2.520 1.059 -3.139  0.10
H: 3.459 -0.382 -3.459  0.10
H: 3.380 -0.925 -0.337  0.06
H: 2.418 0.566 -0.140  0.08
H: 3.823 0.375 -1.321  0.10
H: -1.835 5.231 1.784  0.03
H: -1.864 3.895 2.597  0.03
O: -1.484 4.801 2.562  -0.06
H: -3.436 2.167 2.096  0.07
H: -2.145 2.286 1.264  0.00
O: -2.986 2.734 1.461  -0.06
H: -0.438 4.604 0.351  0.01
H: 0.329 4.062 -0.830  -0.04
O: 0.332 4.790 -0.201  -0.06
H: -0.132 0.911 1.170  -0.02
H: -1.477 0.048 1.176  0.05
O: -0.955 0.716 1.631  -0.08
H: 2.693 -2.748 -0.802  0.01
H: 2.218 -3.011 -2.044  0.04
O: 2.557 -3.562 -1.320  -0.06
H: 0.134 -0.625 2.337  0.03
H: 1.015 -1.299 1.309  0.01
O: 0.955 -1.157 2.266  -0.07
H: -1.569 -1.440 -0.522  -0.01
H: -1.370 -3.013 -0.436  0.04
O: -2.013 -2.288 -0.499  -0.05
H: -3.355 -1.553 0.195  -0.01
H: -4.816 -1.572 0.619  0.06
O: -4.093 -0.955 0.450  -0.07
H: 3.236 -2.233 1.710  0.03
H: 3.427 -3.610 1.257  0.04
O: 3.885 -2.755 1.200  -0.06
H: 1.175 -2.819 2.967  -0.02
H: 1.124 -3.876 4.068  0.05
O: 1.639 -3.620 3.282  -0.08
H: 0.286 -4.325 0.515  0.04
H: 0.913 -4.596 -0.876  0.03
O: 0.064 -4.441 -0.414  -0.06
H: -4.943 0.646 0.105  -0.03
H: -4.967 2.119 0.171  0.01
O: -5.587 1.375 0.098  -0.09
H: 0.760 4.743 2.414  -0.01
H: 1.829 4.834 1.368  0.00
O: 1.696 4.951 2.309  -0.07

***

Entry from OMol25: C5H37N2O13 as an isolated structure in a non-equilibrium geometry (ωB97M-V with the def2-TZVPD basis set).

The HOMO energy comes out at -11.9 eV. As for the net charge: +1. Its spin multiplicity is 1. As for the HOMO-LUMO gap: 9.7 eV.

Last column: Löwdin charge in e.
Atoms and positions in Å:
C: 1.753 2.746 -0.134  -0.22
O: 1.657 2.382 -1.499  -0.06
C: 0.296 2.875 0.409  -0.17
C: -0.450 1.580 0.361  -0.20
C: 0.012 0.362 1.313  -0.17
N: 0.163 -2.764 1.410  0.11
C: -0.755 -1.957 0.692  -0.44
N: -0.961 -0.674 1.212  -0.02
H: 2.249 3.713 -0.022  0.12
H: 2.466 2.117 0.441  0.09
H: 2.400 1.941 -1.839  0.07
H: -0.293 3.729 -0.045  0.14
H: 0.213 3.125 1.534  0.14
H: -1.533 1.757 0.494  0.12
H: -0.396 1.175 -0.639  0.07
H: -0.161 0.652 2.399  0.14
H: 1.010 0.152 0.890  0.11
H: 0.364 -3.636 0.903  0.12
H: 1.086 -2.307 1.485  0.09
H: -1.759 -2.430 0.469  0.15
H: -1.900 -0.328 1.296  0.11
H: -2.543 1.934 -2.070  0.00
H: -3.940 2.115 -2.784  0.04
O: -3.402 1.529 -2.256  -0.06
H: 2.894 2.446 2.907  0.06
H: 1.767 1.420 2.934  0.01
O: 2.620 1.625 3.325  -0.03
H: -3.737 -2.043 -0.095  -0.03
H: -4.426 -1.831 -1.471  0.11
O: -3.770 -2.404 -0.990  -0.05
H: -0.161 2.883 -3.353  0.08
H: 0.170 2.088 -2.309  -0.01
O: -0.554 2.083 -2.968  -0.08
H: -1.100 -1.575 -1.595  0.10
H: 0.743 -1.669 -0.789  0.06
O: -0.223 -1.790 -0.654  -0.03
H: 4.586 -0.934 1.965  0.12
H: 3.728 0.369 2.394  -0.04
O: 3.819 -0.311 1.785  -0.05
H: 3.088 -1.535 -1.536  0.11
H: 2.873 -0.959 -0.136  0.02
O: 2.442 -1.540 -0.786  -0.04
H: -3.543 -2.372 1.990  0.03
H: -4.629 -1.331 1.929  0.11
O: -3.789 -1.562 1.448  -0.09
H: -1.928 -0.736 -2.920  0.13
H: -2.542 -1.913 -1.989  0.04
O: -1.783 -1.647 -2.552  0.09
H: 5.291 1.274 -1.052  0.06
H: 4.078 0.964 0.070  -0.02
O: 4.389 1.095 -0.816  -0.03
H: 0.646 -0.406 -2.164  -0.03
H: 0.205 0.404 -3.445  0.08
O: 0.387 -0.522 -3.054  -0.05
H: -2.576 -3.163 3.980  0.09
H: -1.843 -2.875 2.897  0.04
O: -2.696 -3.321 3.028  -0.04

***

Entry from OMol25: a 15-piece molecular cluster, C5H37N2O14 overall in a non-equilibrium geometry (ωB97M-V with the def2-TZVPD basis set).

The HOMO energy comes out at -12.4 eV. As for the net charge: +1. Its spin multiplicity is 1. As for the HOMO-LUMO gap: 9.6 eV.

Last column: Löwdin charge in e.
Atoms and positions in Å:
C: -1.385 3.776 1.348  -0.07
C: -1.100 2.967 2.656  -0.18
C: -0.011 2.003 2.534  -0.26
C: 0.364 1.114 3.530  0.00
N: 1.219 0.190 2.926  0.10
C: 1.254 0.431 1.590  -0.07
N: 0.647 1.636 1.388  0.15
H: -1.297 2.949 0.513  0.09
H: -0.747 4.488 0.973  0.03
H: -2.466 4.075 1.264  0.09
H: -2.129 2.465 2.815  0.11
H: -0.757 3.542 3.593  0.15
H: -0.094 0.828 4.477  0.14
H: 1.658 -0.699 3.325  0.19
H: 1.804 -0.225 0.912  0.14
H: 0.620 2.119 0.450  0.18
H: 0.457 0.377 -4.411  0.01
H: 1.716 -0.425 -4.341  0.04
O: 0.837 -0.418 -4.788  -0.09
H: -3.675 1.885 1.680  0.05
H: -3.849 0.324 1.504  0.03
O: -3.521 1.013 2.098  -0.07
H: -2.624 -1.774 3.715  0.09
H: -2.005 -1.005 2.529  0.03
O: -1.861 -1.805 3.078  -0.08
H: 2.194 0.243 -2.012  0.03
H: 1.376 -1.108 -2.016  0.04
O: 1.502 -0.237 -2.431  -0.07
H: -0.897 -2.811 -0.763  0.00
H: 0.026 -3.466 0.178  0.03
O: -0.225 -3.485 -0.731  -0.01
H: -4.321 0.490 -2.659  0.07
H: -3.008 -0.420 -2.839  -0.02
O: -3.354 0.415 -2.473  -0.09
H: 0.855 -3.312 3.506  0.05
H: -0.102 -2.373 2.600  -0.03
O: 0.742 -2.765 2.739  -0.04
H: -1.468 0.913 -0.994  0.06
H: -0.535 0.375 -1.904  0.04
O: -0.744 0.240 -0.974  -0.07
H: 3.436 -2.355 -1.544  -0.01
H: 4.819 -1.729 -1.051  0.02
O: 3.889 -1.671 -1.037  -0.05
H: 3.337 4.052 -0.645  0.09
H: 3.459 3.052 -1.692  0.06
O: 3.998 3.366 -0.942  -0.05
H: 1.774 -3.232 -3.229  0.08
H: 1.686 -3.656 -1.714  0.05
O: 2.024 -3.005 -2.331  -0.04
H: -2.924 -2.146 -0.287  0.07
H: -2.038 -0.948 -0.489  -0.02
O: -2.832 -1.202 0.026  -0.08
H: -2.028 -1.900 -4.192  0.09
H: -2.107 -2.762 -3.047  0.06
O: -2.654 -2.052 -3.443  -0.05
H: 4.144 0.863 0.869  0.08
H: 3.568 1.795 -0.168  -0.01
O: 3.352 0.999 0.330  -0.07

***

Entry from OMol25: a 14-piece molecular cluster, C5H37NO13 overall in a non-equilibrium geometry (ωB97M-V with the def2-TZVPD basis set).

The HOMO energy comes out at -7.8 eV. Its spin multiplicity is 1. As for the HOMO-LUMO gap: 8.1 eV.

Last column: Löwdin charge in e.
Atoms and positions in Å:
C: 0.078 -1.469 2.253  -0.11
C: -0.007 -1.575 0.733  -0.13
C: -0.022 -0.506 -0.090  -0.20
N: 0.450 -0.488 -1.420  -0.02
C: -0.249 0.546 -2.228  -0.23
C: -1.065 -0.068 -3.366  -0.07
H: 1.122 -1.512 2.597  0.07
H: -0.174 -0.496 2.667  0.03
H: -0.542 -2.290 2.636  0.07
H: 0.143 -2.548 0.296  0.07
H: -0.406 0.470 0.308  0.11
H: 0.472 -1.336 -1.998  0.10
H: 0.516 1.234 -2.631  0.11
H: -0.854 1.181 -1.588  0.07
H: -0.875 0.430 -4.343  0.09
H: -2.130 0.046 -3.159  0.06
H: -0.762 -1.082 -3.526  0.04
H: -3.163 3.669 -0.129  0.05
H: -1.855 2.964 -0.642  0.00
O: -2.828 3.043 -0.768  -0.09
H: -3.709 0.408 -0.343  0.06
H: -2.509 1.341 -0.157  0.04
O: -2.755 0.350 -0.261  -0.10
H: 3.400 -0.228 -1.155  0.03
H: 4.583 0.648 -1.420  0.06
O: 4.356 -0.178 -0.981  -0.05
H: -2.166 -0.275 1.937  0.02
H: -2.428 -0.941 3.387  0.04
O: -2.512 -0.153 2.849  -0.07
H: -1.125 -3.581 -3.663  0.06
H: -1.191 -2.750 -2.429  0.02
O: -0.559 -3.329 -2.927  -0.08
H: -3.459 -2.606 -2.173  0.06
H: -2.940 -1.076 -1.677  0.03
O: -2.819 -1.895 -2.185  -0.06
H: -0.357 3.059 1.059  0.01
H: -0.486 4.305 0.252  0.08
O: -0.297 3.367 0.147  -0.04
H: 2.994 0.232 2.506  0.01
H: 3.431 1.645 2.292  0.06
O: 2.834 1.139 2.860  -0.07
H: -1.210 1.942 1.867  0.01
H: -2.741 1.779 2.093  0.04
O: -2.103 2.267 1.569  -0.11
H: 1.903 0.454 -0.330  -0.01
H: 1.361 1.901 -0.010  0.01
O: 2.100 1.297 0.076  -0.05
H: 4.248 -0.718 0.966  0.03
H: 3.146 -1.730 1.281  0.07
O: 3.737 -1.082 1.705  -0.05
H: 0.268 1.611 3.561  0.06
H: 1.319 1.509 2.321  0.07
O: 0.341 1.777 2.622  -0.12
H: 1.997 -4.651 -1.387  0.03
H: 0.761 -3.773 -1.680  -0.02
O: 1.591 -3.807 -1.179  -0.07

***

Entry from OMol25: a 16-piece molecular cluster, C5H39NO15 overall in a non-equilibrium geometry (ωB97M-V with the def2-TZVPD basis set).

Its expectation value of S² is 0.7687. The HOMO energy (spin up / spin down) comes out at -13.6 / -13.5 eV. As for the net charge: +1. Its spin multiplicity is 2. As for the HOMO-LUMO gap (spin up / spin down): 9.7 / 5.8 eV.

Last column: Löwdin charge in e.
Atoms and positions in Å:
C: -0.321 2.767 -0.895  0.15
C: -0.010 1.619 -0.235  -0.10
N: 0.262 1.504 1.106  0.11
C: -0.411 0.423 1.928  -0.14
C: 0.189 0.017 4.309  0.07
C: -0.314 0.828 3.361  -0.16
H: -0.355 3.764 -0.468  0.11
H: -0.557 2.909 -1.931  0.08
H: 0.080 0.654 -0.736  0.12
H: -0.133 2.370 1.518  0.10
H: -0.182 -0.636 1.830  0.11
H: -1.481 0.360 1.720  0.10
H: 0.294 0.485 5.276  0.07
H: 0.875 -0.750 3.961  0.06
H: -0.723 1.780 3.697  0.10
H: -4.339 1.573 1.284  0.04
H: -3.337 0.460 1.845  0.02
O: -3.842 1.244 2.036  -0.03
H: -0.786 -4.350 2.539  0.07
H: -0.472 -3.225 1.538  0.01
O: -0.103 -3.726 2.286  -0.05
H: 1.943 -0.410 -2.703  0.00
H: 2.592 -1.523 -3.141  0.05
O: 2.249 -0.723 -3.571  -0.04
H: 1.721 3.232 0.832  0.00
H: 3.267 3.360 1.127  0.07
O: 2.565 3.572 0.512  -0.03
H: -0.184 -3.793 -0.503  0.00
H: 0.355 -4.671 0.679  0.01
O: 0.411 -4.541 -0.295  -0.08
H: -1.705 -1.930 -0.687  0.01
H: -2.622 -2.577 0.375  0.08
O: -1.860 -1.970 0.287  -0.08
H: 4.072 -2.064 0.875  0.03
H: 3.999 -3.216 -0.104  0.08
O: 4.292 -2.283 -0.043  -0.05
H: 2.186 -3.144 2.931  0.04
H: 2.114 -1.968 2.163  0.00
O: 2.740 -2.359 2.794  -0.05
H: -0.846 -1.955 -3.000  0.06
H: 0.236 -1.463 -2.177  0.02
O: -0.682 -1.738 -2.050  -0.07
H: -3.948 0.916 -1.923  0.03
H: -4.105 2.303 -1.413  0.05
O: -4.014 1.393 -1.089  -0.06
H: 2.325 3.131 -1.543  0.01
H: 1.410 4.239 -2.163  0.04
O: 1.996 3.503 -2.374  -0.02
H: -1.881 1.839 -2.407  0.01
H: -1.282 0.458 -2.317  0.02
O: -1.996 0.950 -2.752  -0.04
H: -2.494 2.780 2.358  0.04
H: -2.342 4.038 1.573  0.06
O: -1.791 3.388 2.022  -0.06
H: 2.595 -1.634 -0.338  0.02
H: 1.898 -0.214 0.071  0.03
O: 1.851 -1.009 -0.464  -0.05
H: 0.020 -0.993 -4.790  0.05
H: -1.394 -0.471 -4.474  0.03
O: -0.910 -1.267 -4.745  -0.04

***

Which E_tot belongs to each record? In order, -1224.365187 -1299.664208 -1718.331373 -1300.063436 -1375.319041 -1245.521036 -1396.875120 a.u..